Record 1
77
Properties=species:S:1:pos:R:3:forces:R:3:lowdin_charge:R:1 method="wB97M-V/def2-TZVPD" s2=2.006 total_charge=+2 homo_energy_ev="-12.06 / -12.02" multiplicity=3 lumo_energy_ev="-5.137 / -5.151" homo_lumo_gap_ev="6.92 / 6.87"
C 19.0668 9.6053 9.2743 0.649 -0.111 -0.408 -0.061
H 8.8133 11.2967 7.6679 -0.390 -0.765 -0.280 0.104
N 11.1059 9.8465 14.6287 -0.765 0.267 0.847 0.055
C 11.9061 9.2142 9.1919 1.541 -0.402 1.089 -0.197
H 10.4950 8.0919 13.6704 0.195 -0.200 -0.202 0.140
C 14.2337 12.1463 6.5296 -0.660 0.834 1.044 -0.691
H 9.3359 9.4100 13.5248 0.869 0.002 -0.030 0.157
H 12.0934 9.3364 12.1105 0.563 -0.193 0.127 0.134
H 12.6990 11.5996 13.0133 0.398 -0.454 0.372 0.107
H 18.1990 8.3822 7.7603 0.168 -0.904 -0.944 0.094
H 7.8393 14.9679 9.9174 0.635 0.676 0.043 0.129
H 12.0484 9.5033 14.6982 0.736 -0.205 -0.049 0.175
C 8.3932 15.9327 9.8059 -1.003 0.244 -1.148 -0.212
C 11.0570 9.6240 12.1803 -0.794 -0.947 -0.060 -0.194
H 12.4117 11.2561 7.2667 -0.323 -0.439 -0.353 0.086
I 14.5671 10.7012 5.0670 0.006 0.286 0.259 0.945
S 10.9053 15.1273 10.2953 -0.251 -1.300 0.256 1.043
H 8.5383 11.4144 9.4999 -0.323 -0.209 -0.450 0.111
N 14.0692 10.0066 9.5795 -0.135 0.298 0.421 0.135
C 10.6170 9.5987 8.8994 -0.503 0.094 -1.156 -0.237
H 11.5962 12.8473 12.9857 -0.490 -0.700 0.101 0.132
C 10.4240 9.1556 13.4755 -0.964 0.339 0.440 -0.069
H 9.7230 14.9878 12.3198 -0.231 -0.176 -0.101 0.085
C 11.1203 11.3577 14.5363 0.043 -0.277 -0.690 -0.061
H 13.5671 14.4179 9.6101 -0.135 -0.375 -1.098 0.105
C 9.9583 15.8333 11.6806 0.684 0.899 0.668 -0.305
H 8.6304 9.0010 8.2856 -0.305 0.229 -0.162 0.112
N 12.8629 12.8589 8.3871 -0.170 0.173 0.708 0.013
C 17.9974 9.1013 8.4961 0.381 0.771 1.004 -0.048
H 10.5895 16.5207 12.2795 -0.017 -0.532 -0.421 0.108
C 11.2744 6.9914 8.6228 0.425 -1.145 0.806 -0.069
H 10.1427 16.6962 8.7591 0.332 1.254 -0.184 0.089
C 13.6824 13.8697 8.6461 1.181 0.385 0.111 -0.136
N 10.9937 11.0354 12.0006 -0.603 2.857 0.514 -0.059
C 8.7629 16.5997 11.1276 -1.383 -1.614 0.737 -0.219
H 11.6159 5.9768 8.5269 -0.312 -0.436 -0.106 0.112
C 9.1919 11.5596 8.6355 0.706 1.070 0.596 -0.026
N 12.8108 10.2371 9.7013 0.516 -0.413 -0.422 -0.025
H 10.5670 9.1095 11.3577 -0.125 -0.034 -0.009 0.124
C 17.1891 12.1793 11.2558 -0.298 -0.350 -0.203 0.026
H 19.5695 11.0783 10.7322 -0.024 -0.161 -0.199 0.121
H 10.0934 11.6539 14.7867 0.245 0.165 -0.370 0.141
H 10.6634 9.6228 15.5349 0.104 -0.223 -0.517 0.194
C 15.0538 10.8545 10.0584 -0.891 -0.101 -0.347 -0.115
C 9.9566 7.3480 8.3848 0.732 0.275 -0.108 -0.053
C 9.7247 15.7760 9.0736 0.156 -1.176 0.911 -0.296
C 11.6336 11.7456 13.1333 0.083 0.804 -0.045 -0.170
H 16.0548 13.1443 6.3113 0.311 0.761 -0.146 0.106
H 15.9264 9.0192 8.1554 -0.130 0.387 0.046 0.099
C 16.4288 10.4389 9.7422 -1.960 0.138 -0.940 -0.126
H 10.0562 11.4740 11.9185 0.443 -1.010 -0.210 0.144
C 18.7823 10.6005 10.1476 0.016 1.133 1.197 -0.034
C 15.1119 13.2051 6.8242 -0.240 -1.525 -0.396 -0.090
H 9.8528 15.1103 8.2367 -0.506 -0.405 -0.373 0.089
H 13.2089 7.5069 9.3956 0.030 0.044 0.012 0.118
H 7.7443 16.6019 9.1829 0.400 -0.589 0.603 0.138
Ni 11.9620 11.9848 10.0946 0.257 0.052 0.137 0.612
O 13.5993 12.4359 11.1913 1.426 -0.297 -0.566 -0.164
H 15.4835 14.8969 8.1095 -0.027 -0.261 -0.107 0.122
O 10.6224 13.5786 10.3829 0.251 1.404 0.226 -0.579
H 11.7851 11.7076 15.3260 -0.022 0.106 -0.101 0.141
O 10.4662 10.9742 8.9195 -0.584 0.100 -0.063 -0.183
C 14.8171 14.0755 7.8528 -0.187 0.604 0.556 -0.025
C 15.9444 12.6850 11.4879 0.484 -2.394 -1.860 0.013
C 12.2139 7.8489 9.1482 0.048 1.061 -0.855 -0.006
C 17.4620 11.0686 10.3854 0.947 0.250 0.353 -0.176
C 14.8238 12.0255 10.8703 -1.857 -0.273 0.622 -0.276
C 13.1050 12.0638 7.3535 0.490 -0.397 -0.707 -0.198
H 15.7768 13.4819 12.1194 -0.371 1.620 1.209 0.092
H 8.9938 17.6179 10.9633 0.425 1.105 -0.180 0.105
H 7.9284 16.5794 11.8770 0.652 -0.014 -0.727 0.143
C 16.7085 9.5269 8.7084 0.241 -0.959 0.291 -0.029
C 9.6373 8.6795 8.4612 0.317 1.200 0.973 0.002
H 20.1381 9.3038 9.1932 -1.214 -0.021 -0.270 0.130
H 9.2103 6.6191 8.1499 -0.202 -0.274 -0.313 0.115
H 9.4210 12.6240 8.5638 -0.150 -0.096 0.199 0.070
H 18.0478 12.6038 11.7222 0.456 0.469 0.395 0.115



Record 2
79
Properties=species:S:1:pos:R:3:forces:R:3:lowdin_charge:R:1 method="wB97M-V/def2-TZVPD" s2=2.023 total_charge=+3 homo_energy_ev="-15.12 / -15.12" multiplicity=3 lumo_energy_ev="-11.171 / -10.865" homo_lumo_gap_ev="3.95 / 4.26"
H -3.0239 -6.8147 1.8918 -0.022 0.006 0.014 0.126
H 2.6789 5.1398 -0.9581 -0.072 0.007 -0.037 0.145
C 0.4382 5.7778 -1.9760 -0.018 -0.039 0.047 -0.245
C -3.5035 -5.9219 2.2739 -0.027 -0.012 -0.032 -0.043
H -5.4037 -6.3843 1.4140 0.020 0.004 -0.008 0.126
H 3.8767 -0.1225 -1.6538 -0.080 0.004 0.027 0.101
C -5.4881 -4.5639 2.5480 -0.070 0.085 -0.036 -0.275
C 4.7866 0.7790 0.9103 -0.021 -0.003 -0.009 -0.046
H -3.7257 -2.6433 -0.7650 -0.049 0.022 -0.043 0.071
H -0.8329 4.4890 -0.7893 -0.004 -0.092 0.033 0.093
H -5.9215 -0.6394 -2.2944 -0.003 0.005 0.062 0.093
C -2.7948 -5.0264 3.0649 0.085 0.016 0.045 -0.290
C 0.8125 2.4934 -0.9626 -0.179 0.092 -0.018 -0.562
H 2.8614 3.9291 0.3279 -0.060 0.001 0.020 0.166
H -4.2616 -2.1838 0.8912 0.010 -0.008 0.052 0.063
O -1.4462 -4.1125 -0.3353 -0.038 0.258 -0.203 0.224
H 8.3455 2.1181 0.2443 -0.009 -0.005 0.000 0.123
O -1.0982 -6.7311 4.0252 -0.002 -0.056 0.014 -0.236
H 0.4783 -3.5406 2.4666 0.064 -0.005 0.041 0.117
C 6.4633 1.5776 -0.6254 0.033 0.006 -0.014 -0.034
C 1.8860 1.4578 -1.0853 -0.020 -0.353 -0.068 -0.578
N 3.0821 1.8148 -1.4161 0.008 0.204 -0.013 -0.039
N -0.2703 -5.4158 2.1111 -0.026 0.074 -0.192 -0.120
H 1.1380 7.4247 -0.7776 -0.023 -0.007 -0.010 0.126
H 1.1518 -4.8872 -0.2211 -0.072 -0.026 -0.017 0.149
H -2.8462 -3.2479 4.2523 -0.021 -0.013 -0.009 0.113
C 5.6670 0.9588 1.9646 -0.005 0.010 -0.003 -0.050
H -7.5359 -5.0046 2.9953 0.019 0.011 0.009 0.100
N 1.1336 3.7342 -0.8392 0.134 -0.072 0.153 -0.030
H 1.5249 8.8947 -2.7163 -0.007 -0.012 -0.012 0.124
Mo -0.9024 -0.3918 -0.6349 0.637 -0.096 0.174 1.359
H 1.0407 8.0888 -5.0013 0.005 -0.012 0.005 0.124
H 3.1742 3.4751 -2.6969 -0.021 -0.050 -0.006 0.164
H 3.7955 0.3809 1.1064 0.007 -0.011 -0.015 0.095
C 0.9361 7.0606 -1.7793 0.008 0.007 -0.002 -0.034
H -4.7862 0.6764 -2.6688 0.007 -0.001 0.023 0.080
H 1.7354 -4.7334 2.2012 0.031 -0.022 -0.023 0.141
H -4.2642 -1.0395 -2.8628 -0.050 -0.019 -0.011 0.085
C 7.3462 1.7493 0.4327 0.032 0.012 0.002 -0.038
H -5.2552 -2.8366 3.7981 0.017 -0.010 -0.012 0.119
C 0.8608 -4.0268 0.3819 0.097 0.311 -0.022 -0.062
H -0.2353 4.3240 -3.4205 -0.021 0.032 -0.005 0.110
H 4.7423 1.1765 -2.4818 -0.086 -0.003 -0.059 0.148
C 4.2403 0.8963 -1.5551 0.280 -0.062 0.069 -0.072
H 0.1686 5.8024 -5.3519 0.003 0.014 0.008 0.118
S 1.4577 -0.1841 -0.8228 0.903 0.195 0.014 0.741
S -0.8340 1.9627 -0.9924 0.011 0.630 -0.151 0.723
C 2.5642 4.0870 -0.7120 0.159 0.021 -0.002 -0.039
C 5.1853 1.0853 -0.3902 -0.071 0.050 -0.047 -0.235
S -4.3346 -0.3414 -0.5933 0.113 0.096 -0.018 1.089
H 5.3603 0.7121 2.9724 0.015 0.001 -0.009 0.118
C -0.4475 -3.5392 -0.1244 -0.014 -1.386 0.343 -0.405
H 7.6391 1.5719 2.5476 -0.009 0.004 -0.009 0.123
H 0.3599 5.4055 0.1424 0.052 -0.079 0.042 0.153
C -6.9630 -4.3611 2.3243 0.022 -0.066 0.041 -0.039
H 4.4384 3.3998 -1.4548 0.012 -0.068 0.029 0.149
O -0.5453 -2.0773 -0.2938 0.039 0.029 0.080 -0.377
H -7.2582 -4.6330 1.3101 0.013 0.030 -0.004 0.081
C 6.9490 1.4425 1.7247 -0.028 -0.015 0.013 -0.039
C -4.7546 -3.6814 3.3372 0.001 0.049 -0.013 -0.049
C -4.4438 -2.0688 -0.1775 0.105 -0.106 0.032 -0.197
C 1.1521 7.8910 -2.8712 0.006 0.017 0.008 -0.036
C 0.1806 4.8758 -0.7944 -0.054 0.287 -0.117 -0.067
C -3.4072 -3.9047 3.6001 -0.030 0.026 -0.014 -0.055
C 3.3789 3.2424 -1.6487 0.021 0.117 -0.004 -0.041
S -1.1319 -5.3953 3.5361 -0.055 0.022 -0.084 0.656
C 0.3894 6.1505 -4.3516 -0.001 -0.012 -0.020 -0.049
H -7.2676 -3.3348 2.5286 0.011 -0.002 -0.021 0.078
O -0.6430 -4.2692 4.2752 0.014 0.046 0.056 -0.283
H 1.6222 -3.2529 0.2903 0.038 -0.033 -0.080 0.114
C -4.8715 -0.3403 -2.2892 0.119 0.003 -0.077 -0.198
H -0.0585 -6.3589 1.8126 0.046 -0.052 0.137 0.131
C 0.7421 -4.4183 1.8775 -0.086 0.087 0.035 -0.200
H -5.4640 -2.3865 -0.4044 -0.023 0.052 0.033 0.093
C -4.8388 -5.6770 2.0096 0.000 -0.059 -0.025 -0.022
C 0.8798 7.4367 -4.1533 -0.003 0.003 0.003 -0.037
O -2.7564 -0.1195 -0.7473 -1.832 -0.039 -0.110 -0.808
C 0.1663 5.3220 -3.2644 0.030 -0.028 0.003 -0.043
H 6.7857 1.8076 -1.6355 -0.011 -0.013 0.013 0.124



Record 3
77
Properties=species:S:1:pos:R:3:forces:R:3:lowdin_charge:R:1 method="wB97M-V/def2-TZVPD" s2=1.016 total_charge=+2 homo_energy_ev="-13.26 / -12.99" multiplicity=2 lumo_energy_ev="-6.592 / -6.637" homo_lumo_gap_ev="6.67 / 6.35"
N -0.7718 -3.3697 0.4842 1.222 0.324 -0.220 0.152
C -0.6674 -5.0149 2.3114 0.049 0.081 -0.188 0.017
H 2.8735 5.3848 -0.9519 0.055 0.092 0.377 0.130
H 2.0271 0.0253 -5.1850 -0.299 0.040 0.906 0.100
H -3.0532 1.6904 -3.0299 0.514 -0.097 0.151 0.105
C -2.5242 1.0916 -2.2627 -0.185 0.315 -1.903 -0.504
C 4.0664 -0.6015 -1.0409 -0.247 0.535 -1.397 -0.199
H 1.7333 1.5790 3.5282 -0.009 0.048 -0.483 0.161
S -1.6446 1.6137 1.3607 0.781 0.075 0.040 0.844
H -5.6494 -1.6560 0.1291 0.019 0.428 -0.563 0.098
H -4.4144 -0.7323 2.4825 0.292 0.633 -0.356 0.099
S -1.0402 2.0381 -1.8215 0.272 -0.632 0.072 0.890
H -0.9894 4.0269 -0.5922 -0.240 -0.019 -0.182 0.075
H 3.0666 5.9596 1.5786 0.287 -0.287 -0.128 0.131
N 0.2251 -1.2385 0.6415 -1.586 -1.465 -2.128 0.052
N 1.1718 -0.5452 2.5644 -0.497 -0.062 0.289 0.115
N 1.7681 0.3123 -1.2116 1.106 -0.526 -0.013 -0.033
H 5.0415 -0.0010 0.7571 -0.183 -0.375 0.006 0.097
H 0.3056 -4.4371 5.4793 0.274 -0.593 2.336 0.086
H 6.2328 -1.1022 -3.6434 -0.894 -0.214 0.466 0.129
H 0.8495 -2.2563 4.6178 -0.162 -0.424 -0.477 0.128
H -3.2282 1.0721 -1.4730 -0.148 -0.346 1.180 0.001
H -0.4807 -6.3199 4.0060 -0.191 -0.280 0.176 0.116
H 4.0785 -1.5454 0.8679 0.083 0.999 -0.045 0.113
C 2.7506 4.9802 1.2252 0.413 0.027 -0.559 -0.003
C 0.4430 -3.0336 3.9542 0.155 -0.633 0.188 0.026
H -2.4832 3.8605 -1.5395 -0.445 0.475 -0.250 0.088
C 4.1133 -0.5033 0.4511 0.306 -0.916 0.058 -0.038
H 1.0716 -0.9846 -4.1294 0.028 0.070 0.214 0.086
C -0.3602 -2.2033 -0.0528 -0.048 -0.315 -0.301 -0.106
H 3.2988 0.0738 0.8409 -0.369 0.083 0.198 0.021
C 4.1466 -0.7042 -3.8844 -1.925 0.525 -0.357 -0.041
C 2.9176 -0.1902 -1.8452 0.059 -0.083 0.244 -0.208
H -5.2216 -0.2374 -2.5066 -0.105 0.246 -0.153 0.079
C -2.7880 0.6922 2.4761 0.499 -0.941 -0.155 -0.468
H -4.8550 0.7264 1.5168 1.203 -0.364 0.656 0.094
H -3.0625 1.3549 3.2865 -0.012 0.021 0.208 0.080
H -1.1942 -0.6527 -2.7261 -0.616 0.250 0.134 0.039
H -2.1529 -0.1710 2.8812 -0.520 1.430 -0.467 0.103
H -0.4746 -2.0725 -1.1566 -0.206 -0.130 1.185 0.142
C -0.3594 -5.3182 3.6462 -0.054 1.178 -1.052 -0.023
H -2.3806 -0.2321 -3.9908 0.499 0.280 0.866 0.083
C -4.9860 -1.1315 -1.9501 0.836 -0.105 0.304 -0.506
H 2.5994 4.2488 3.1824 0.058 -0.643 0.195 0.130
C 5.2209 -1.0077 -1.7146 -0.500 0.464 -0.319 -0.030
C 1.8360 3.6275 -0.4536 -0.585 -0.287 -2.291 -0.129
V 0.6040 0.7891 -0.1402 -0.676 -0.142 -0.296 0.613
C -3.9925 0.0544 1.8148 -0.998 -0.384 -0.978 -0.473
C 0.2911 -2.7725 2.5722 -1.217 -0.276 0.594 -0.089
C 1.5736 1.6491 2.4448 -0.197 -2.145 0.396 -0.036
C -1.8138 3.3601 -0.8714 0.701 -0.715 1.254 -0.458
N 1.2378 0.5827 1.7664 1.014 1.027 2.674 -0.134
C 2.5978 4.7146 -0.1435 -0.256 0.937 0.983 -0.003
C -5.0872 -0.8913 -0.4369 -1.133 0.777 -0.680 -0.541
C -2.2293 -0.2820 -2.8853 -0.659 -0.392 -1.078 -0.483
C 2.4650 3.9801 2.1446 -1.087 -0.025 -0.512 0.045
S -3.3449 -1.7273 -2.4645 0.492 -0.296 -0.253 0.812
H -3.5104 2.4967 0.1834 -0.958 -0.213 -0.232 0.058
C 1.8154 2.8095 1.6786 0.865 2.214 -0.038 -0.247
S -3.4589 -0.7599 0.2228 0.327 0.435 1.881 0.796
H 4.1658 -0.8384 -4.9905 0.080 0.365 1.012 0.131
C 0.5533 -1.5030 1.9441 0.984 1.254 0.443 -0.290
C 2.9224 -0.2923 -3.2645 1.133 -0.646 0.183 -0.191
H -2.6225 3.7272 1.1222 -0.299 -0.275 -0.717 0.098
H 1.4858 3.5476 -1.5104 0.366 -0.333 0.917 0.131
H 1.0784 0.7514 -3.8887 -0.347 0.755 0.469 0.042
C 5.2567 -0.9563 -3.1282 1.685 -0.521 0.565 -0.065
H 6.1024 -1.3097 -1.1193 -0.528 0.303 -0.553 0.131
C -0.3967 -3.7111 1.8031 -0.235 -1.485 0.219 -0.153
H -1.0525 -4.1370 -0.1238 -0.115 0.464 0.059 0.175
H -1.0840 -5.8079 1.6467 0.314 0.831 0.578 0.134
C 0.1078 -4.2954 4.4851 0.247 1.497 -2.977 -0.027
C 1.6974 -0.0833 -4.1187 0.927 -0.873 -1.410 -0.046
N 1.4313 2.7037 0.4005 -0.059 -0.230 -0.360 0.018
C -2.5480 2.8875 0.4019 0.623 0.541 1.034 -0.443
H -5.6046 0.1019 -0.4298 0.240 -0.802 0.882 0.097
H -5.6963 -1.8841 -2.2229 -0.222 -0.531 -0.520 0.073



Computed energy above the lowest of the compared OMol25 structures with the same formula, charge and spin, in the same sequence as the records: 53.0, 184.8, 29.4 kJ/mol.